(1)
A molecular structure, C2H4CdLiO at a distorted geometry, computed with ωB97M-V with the def2-TZVPD basis set.

Results
- 2S+1 = 2
- energy above the lowest of the compared OMol25 structures with the same formula, charge and spin (kcal/mol) = 0.0
- energy (a.u.) = -328.30139
- orbital gap (alpha / beta) (eV) = 4.3 / 9.6
- maximum force (eV/Å) = 7.40
- ⟨S²⟩ = 0.752
- highest occupied orbital energy (alpha / beta) (eV) = -16.08 / -21.24
- total charge = +2

Each line ends with the Mulliken charge.
CARTESIAN COORDINATES (ANGSTROEM)
O: 1.13 0.09 -0.53  -0.744
Cd: 2.09 -0.94 -1.70  0.684
C: -0.26 0.25 -0.48  0.247
C: -0.88 -0.14 0.81  -0.497
H: -0.60 1.20 -0.93  0.421
H: -0.39 -0.86 1.48  0.398
H: -1.84 0.29 1.07  0.323
Li: 1.61 0.90 1.05  0.906
H: -0.86 -0.80 -0.77  0.264



(2)
A molecular structure, C21H56BF4O7V at a distorted geometry, computed with ωB97M-V with the def2-TZVPD basis set.

Results
- 2S+1 = 4
- energy above the lowest of the compared OMol25 structures with the same formula, charge and spin (kcal/mol) = 12.9
- energy (a.u.) = -2728.79888
- orbital gap (alpha / beta) (eV) = 8.9 / 8.7
- maximum force (eV/Å) = 2.06
- ⟨S²⟩ = 3.752
- highest occupied orbital energy (alpha / beta) (eV) = -11.68 / -11.68
- total charge = +1

Each line ends with the Mulliken charge.
CARTESIAN COORDINATES (ANGSTROEM)
V: -8.90 -20.39 -9.74  0.889
B: -7.88 -19.85 -7.36  0.120
F: -8.30 -18.83 -8.27  0.061
F: -8.97 -20.43 -6.73  -0.042
F: -7.27 -20.83 -8.18  -0.149
F: -6.98 -19.40 -6.41  -0.451
C: -6.12 -21.12 -13.03  -1.526
C: -6.46 -21.44 -11.59  0.840
C: -5.27 -21.95 -10.77  -1.056
O: -7.03 -20.29 -10.94  0.699
H: -7.00 -20.81 -13.61  0.334
H: -5.75 -22.00 -13.54  0.503
H: -5.42 -20.28 -13.12  0.239
H: -7.23 -22.22 -11.59  0.125
H: -5.55 -22.29 -9.78  -0.085
H: -4.62 -21.09 -10.56  0.244
H: -4.73 -22.71 -11.33  0.506
H: -6.35 -19.57 -11.00  -0.449
C: -12.76 -18.68 -9.07  -1.512
C: -11.62 -19.36 -8.37  1.198
C: -12.08 -20.02 -7.08  -1.634
O: -11.06 -20.44 -9.22  -0.268
H: -13.59 -19.35 -9.32  0.341
H: -12.53 -18.18 -10.02  0.318
H: -13.13 -17.89 -8.43  0.405
H: -10.79 -18.67 -8.21  -0.190
H: -12.79 -20.83 -7.29  0.497
H: -12.69 -19.34 -6.49  0.434
H: -11.30 -20.50 -6.50  0.264
H: -11.78 -21.07 -9.31  0.302
C: -3.62 -21.62 -6.79  -1.229
C: -4.87 -22.43 -6.44  2.221
C: -4.46 -23.78 -5.86  -1.622
O: -5.68 -21.80 -5.45  -0.670
H: -3.08 -21.40 -5.87  0.407
H: -3.80 -20.70 -7.36  0.038
H: -2.93 -22.21 -7.40  0.387
H: -5.46 -22.53 -7.36  -0.956
H: -3.89 -24.34 -6.60  0.376
H: -5.36 -24.36 -5.68  0.373
H: -3.96 -23.64 -4.91  0.397
H: -6.13 -21.06 -5.88  0.167
C: -10.24 -24.15 -8.00  -1.428
C: -8.89 -23.49 -8.13  1.156
C: -7.76 -24.46 -8.45  -1.270
O: -8.99 -22.58 -9.29  -0.347
H: -10.26 -24.87 -7.18  0.413
H: -10.52 -24.62 -8.94  0.341
H: -11.03 -23.42 -7.78  0.274
H: -8.54 -22.81 -7.35  -0.228
H: -7.49 -25.07 -7.59  0.374
H: -6.85 -23.90 -8.67  0.185
H: -7.91 -25.12 -9.31  0.414
H: -8.92 -23.12 -10.09  0.165
C: -9.08 -18.06 -3.66  -1.391
C: -10.16 -19.02 -4.12  1.415
C: -9.68 -20.45 -3.88  -1.033
O: -11.36 -18.77 -3.39  -0.604
H: -9.35 -17.00 -3.71  0.383
H: -8.17 -18.17 -4.26  0.185
H: -8.80 -18.22 -2.62  0.415
H: -10.42 -18.90 -5.17  -0.567
H: -9.68 -20.66 -2.81  0.501
H: -8.66 -20.63 -4.23  0.090
H: -10.28 -21.20 -4.39  0.231
H: -11.15 -18.77 -2.45  0.389
C: -8.23 -17.34 -12.44  -1.219
C: -8.74 -17.40 -11.00  1.524
C: -9.59 -16.20 -10.62  -1.421
O: -9.56 -18.59 -10.87  -0.218
H: -9.07 -17.16 -13.12  0.475
H: -7.72 -18.26 -12.73  0.068
H: -7.54 -16.52 -12.62  0.308
H: -7.88 -17.42 -10.33  -0.787
H: -9.10 -15.28 -10.92  0.457
H: -9.65 -16.15 -9.53  0.373
H: -10.58 -16.21 -11.08  0.358
H: -10.35 -18.44 -11.40  0.241
C: -4.92 -15.86 -10.08  -1.416
C: -4.63 -17.36 -9.98  0.270
C: -5.06 -17.90 -8.64  -0.191
O: -5.35 -18.06 -11.04  -0.361
H: -4.90 -15.57 -11.14  0.388
H: -4.10 -15.33 -9.59  0.443
H: -5.91 -15.58 -9.74  0.252
H: -3.57 -17.48 -10.20  0.489
H: -4.83 -18.97 -8.59  -0.358
H: -6.14 -17.83 -8.48  -0.353
H: -4.58 -17.36 -7.82  0.539
H: -4.90 -17.84 -11.86  0.228